# C61H69BF17O4S2Si

7 unconnected molecules or ions with the total composition C61H69BF17O4S2Si in a non-equilibrium geometry (wB97M-V/def2-TZVPD, OMol25).

Values from the calculation:
HOMO level: -4.40 eV
Net charge: -1

Each line ends with the Mulliken charge.
Geometry (Å):
C 4.88 1.76 3.12  -1.2354
C 3.99 2.85 3.77  -0.7089
C 2.90 3.45 2.86  0.2301
C 3.49 4.20 1.63  0.3702
C 4.12 5.50 2.17  -1.9570
C 2.47 4.43 0.46  0.8908
C 1.91 5.85 0.21  -1.0219
C 0.44 6.05 0.62  -1.4041
C 0.06 5.53 2.02  0.4625
C -1.33 4.87 2.00  -0.7429
C -2.47 5.83 1.67  1.1031
F -2.17 7.02 2.32  -0.3859
F -2.53 6.18 0.38  -0.3335
C -3.87 5.47 2.23  0.4072
F -3.88 5.54 3.56  -0.2663
F -4.72 6.41 1.81  -0.2916
S -4.58 3.79 1.75  1.6307
F -3.62 3.03 2.72  -0.2656
F -5.68 3.95 2.91  -0.3689
F -5.65 4.46 0.76  -0.3399
F -3.63 3.61 0.51  -0.3056
F -5.25 2.38 1.40  -0.4528
O 1.40 3.51 0.28  0.9229
B 1.20 3.29 -1.18  -0.2440
C 0.25 2.07 -1.71  0.8992
F -1.05 2.25 -1.26  -0.2841
F 0.17 2.26 -3.09  -0.4238
C 0.68 0.61 -1.51  -1.2010
C -0.32 -0.24 -0.65  0.3013
Si -0.04 -0.09 1.21  0.6483
C -0.93 1.47 1.80  -0.5577
C 1.81 -0.11 1.49  -1.1443
C -0.78 -1.53 2.20  0.3247
C 0.04 -2.38 2.89  -0.5792
C -0.45 -3.41 3.64  -0.7617
C -1.81 -3.56 3.69  -0.8548
C -2.62 -2.74 3.00  -0.7800
C -2.14 -1.72 2.25  -0.3853
O 2.48 3.58 -1.85  -0.8536
C 3.32 4.02 -0.83  -0.8343
C 4.37 5.05 -1.32  -0.7770
S 5.78 4.30 -2.13  0.9688
O 6.86 4.29 -1.19  -0.6619
O 5.45 3.05 -2.71  -0.5552
H 4.69 0.77 3.53  0.2916
H 4.71 1.68 2.05  0.2589
H 5.95 1.96 3.26  0.3760
H 4.64 3.63 4.17  0.1274
H 3.47 2.39 4.62  0.5079
H 2.11 2.77 2.57  -0.4177
H 2.41 4.23 3.46  0.2224
H 4.32 3.57 1.32  0.5423
H 4.26 6.28 1.42  0.5962
H 3.57 5.92 3.02  0.0803
H 5.11 5.24 2.58  0.4098
H 2.50 6.66 0.64  0.3837
H 1.94 6.01 -0.87  0.3176
H 0.25 7.13 0.59  0.5156
H -0.18 5.58 -0.14  0.5570
H 0.76 4.77 2.38  -0.8959
H 0.11 6.35 2.74  0.7016
H -1.36 4.00 1.34  -0.2770
H -1.53 4.51 3.02  0.6029
H 0.49 4.27 -1.49  -0.3561
H 0.65 0.14 -2.50  0.3969
H 1.71 0.54 -1.18  0.1865
H -1.35 -0.06 -0.96  0.8091
H -0.09 -1.28 -0.91  -0.5924
H -0.28 2.32 2.02  -0.1285
H -1.72 1.73 1.09  0.0845
H -1.44 1.23 2.75  0.7162
H 2.27 -0.88 0.84  0.4580
H 2.24 0.83 1.15  -0.1092
H 2.11 -0.37 2.50  0.5419
H 1.12 -2.26 2.89  0.2200
H 0.19 -4.07 4.21  0.4205
H -2.21 -4.36 4.31  0.3661
H -3.70 -2.86 3.05  0.4871
H -2.80 -1.04 1.71  1.0672
H 3.96 3.12 -0.68  0.4817
H 4.72 5.63 -0.47  0.1307
H 3.88 5.76 -2.00  0.6107
H 6.11 5.17 -3.13  0.1296
F -4.15 -1.72 1.40  0.1898
C -5.14 -1.63 0.49  -0.1666
C -5.53 -2.76 -0.20  0.1460
C -6.55 -2.66 -1.13  -0.6418
C -7.17 -1.44 -1.36  -0.5103
C -6.76 -0.31 -0.67  -0.6494
C -5.74 -0.40 0.27  -0.9001
H -5.03 -3.70 0.00  0.0952
H -6.88 -3.54 -1.67  0.4169
H -7.96 -1.36 -2.09  0.3703
H -7.23 0.65 -0.85  0.4260
H -5.41 0.47 0.83  0.9626
F -0.17 -5.95 0.42  -0.3312
C -1.47 -6.29 0.42  0.2012
C -2.42 -5.29 0.54  -0.1640
C -3.76 -5.64 0.53  -0.3235
C -4.14 -6.98 0.43  -0.9358
C -3.17 -7.96 0.31  -0.3256
C -1.82 -7.62 0.30  -0.5474
H -2.11 -4.26 0.63  0.6707
H -4.52 -4.87 0.62  0.8222
H -5.19 -7.24 0.43  0.4024
H -3.46 -9.00 0.23  0.3449
H -1.05 -8.37 0.21  0.4780
F -2.60 -9.27 -2.23  -0.3262
C -2.63 -8.52 -3.35  0.4946
C -1.79 -8.85 -4.40  -0.5957
C -1.83 -8.08 -5.56  -0.3307
C -2.69 -7.00 -5.64  -0.6785
C -3.52 -6.68 -4.57  -0.5008
C -3.49 -7.45 -3.42  -0.1959
H -1.12 -9.69 -4.31  0.4324
H -1.18 -8.33 -6.39  0.4074
H -2.71 -6.39 -6.54  0.4465
H -4.19 -5.83 -4.64  0.4175
H -4.14 -7.23 -2.58  0.4363
F 3.76 5.49 5.38  -0.1960
C 3.09 6.41 6.09  0.4024
C 3.03 7.71 5.63  -0.2641
C 2.33 8.65 6.36  -0.5454
C 1.72 8.30 7.56  -0.4824
C 1.80 6.99 8.01  -0.3684
C 2.48 6.03 7.28  -0.5268
H 3.51 7.97 4.70  0.4664
H 2.27 9.67 6.01  0.3667
H 1.18 9.04 8.13  0.3666
H 1.33 6.71 8.95  0.3604
H 2.55 5.01 7.61  0.4227
F 1.35 -7.21 -5.81  -0.3332
C 1.31 -6.46 -6.93  0.0907
C 2.15 -6.78 -7.98  -0.5414
C 2.11 -6.01 -9.14  -0.3631
C 1.25 -4.92 -9.22  -0.4675
C 0.42 -4.61 -8.15  -0.6104
C 0.44 -5.38 -7.00  0.2276
H 2.82 -7.62 -7.90  0.4206
H 2.75 -6.25 -9.97  0.3680
H 1.22 -4.32 -10.12  0.3788
H -0.25 -3.76 -8.22  0.3783
H -0.20 -5.16 -6.17  0.4776
F 2.41 -2.30 -0.73  0.0516
C 2.54 -3.29 -1.63  0.2281
C 1.41 -3.83 -2.21  -0.2305
C 1.55 -4.85 -3.14  -0.5652
C 2.82 -5.33 -3.47  -0.5843
C 3.94 -4.77 -2.87  -0.5209
C 3.80 -3.75 -1.95  -0.6878
H 0.43 -3.46 -1.94  0.4948
H 0.68 -5.28 -3.61  0.5275
H 2.92 -6.12 -4.19  0.4165
H 4.93 -5.14 -3.12  0.3694
H 4.67 -3.30 -1.48  0.4326


# C61H72N3O6Rb

A molecular structure, C61H72N3O6Rb in a non-equilibrium geometry (wB97M-V/def2-TZVPD, OMol25).

Values from the calculation:
ΔE to the lowest compared entry with this formula, charge and spin: 0.4514 eV
HOMO level: -1.44 eV
Net charge: -2

Each line ends with the Mulliken charge.
Geometry (Å):
Rb 1.32 2.95 0.40  0.8501
C 4.20 0.47 0.09  -0.8895
O 2.86 0.16 0.42  -0.2710
C 2.30 -0.98 -0.11  0.1166
C 1.64 -1.82 0.80  0.1414
C 1.47 -1.48 2.27  -0.9695
C 0.02 -1.28 2.63  1.2999
C -0.71 -2.22 3.33  -0.7476
C -2.07 -2.07 3.63  -0.2163
C -2.67 -0.89 3.16  -0.6932
C -1.98 0.08 2.46  0.1190
C -2.65 1.32 1.92  -1.4729
C -2.82 1.26 0.41  0.2843
C -3.64 0.29 -0.12  -0.5002
C -3.80 0.11 -1.49  -0.1273
C -3.05 0.93 -2.32  -0.0151
C -2.17 1.90 -1.83  0.4133
C -1.25 2.57 -2.85  -0.8520
C -0.35 1.54 -3.50  -0.3945
C -0.71 0.90 -4.68  -0.4095
C 0.05 -0.12 -5.26  -0.0762
C 1.21 -0.49 -4.56  -0.5966
C 1.60 0.12 -3.38  0.1783
C 2.79 -0.35 -2.58  -1.0956
C 2.33 -1.29 -1.47  0.5382
C 1.75 -2.49 -1.88  0.2438
C 1.11 -3.36 -1.01  0.0934
C 1.06 -2.99 0.33  -0.7238
C 0.40 -4.63 -1.48  2.5529
C 0.95 -5.84 -0.71  -2.0064
C -1.10 -4.49 -1.19  -1.6514
C 0.58 -4.88 -2.97  -2.3321
C 0.86 1.21 -2.83  0.1972
O 1.26 1.85 -1.80  -0.7441
C -0.31 -0.81 -6.57  2.2117
C -0.49 -2.32 -6.33  -1.4804
C 0.80 -0.60 -7.61  -1.8639
C -1.62 -0.28 -7.16  -2.0670
C -2.11 2.10 -0.45  0.2785
O -1.34 3.09 0.12  -0.2695
C -1.55 4.43 -0.31  -0.9343
C -4.70 -1.00 -2.02  2.5152
C -4.79 -0.99 -3.55  -2.1706
C -4.15 -2.36 -1.57  -1.7348
C -6.13 -0.83 -1.47  -1.9767
C -0.59 -0.08 2.15  -0.4999
O 0.08 0.80 1.53  0.5931
C -2.82 -3.15 4.40  2.4717
C -4.30 -2.82 4.58  -2.0929
C -2.72 -4.49 3.66  -1.6832
C -2.20 -3.32 5.80  -1.8320
H 4.67 -0.33 -0.47  0.4691
H 4.23 1.39 -0.50  0.1846
H 4.75 0.63 1.02  0.1008
H 1.88 -2.29 2.87  0.7161
H 2.03 -0.56 2.48  -0.5949
H -0.19 -3.12 3.67  0.3558
H -3.73 -0.71 3.35  0.3500
H -3.64 1.43 2.39  0.6408
H -2.05 2.20 2.17  0.0454
H -4.15 -0.37 0.58  0.3914
H -3.06 0.78 -3.39  0.2643
H -1.85 3.07 -3.61  0.6404
H -0.61 3.31 -2.37  -0.1124
H -1.63 1.22 -5.16  0.3550
H 1.82 -1.30 -4.94  0.4043
H 3.49 -0.89 -3.23  0.5686
H 3.29 0.53 -2.18  -0.0277
H 1.75 -2.69 -2.95  0.2259
H 0.51 -3.59 1.05  0.3756
H 0.80 -5.74 0.36  0.3052
H 0.46 -6.76 -1.04  0.4638
H 2.03 -5.94 -0.89  0.4153
H -1.29 -4.34 -0.13  0.2467
H -1.52 -3.63 -1.73  0.2275
H -1.64 -5.39 -1.51  0.5588
H 1.64 -4.95 -3.24  0.4428
H 0.10 -5.82 -3.25  0.4651
H 0.14 -4.08 -3.57  0.2769
H 0.43 -2.77 -5.93  0.2880
H -1.29 -2.50 -5.61  0.1735
H -0.74 -2.84 -7.27  0.4914
H 1.75 -1.01 -7.25  0.3012
H 0.55 -1.10 -8.55  0.4806
H 0.94 0.46 -7.79  0.3494
H -2.46 -0.45 -6.48  0.2119
H -1.55 0.79 -7.36  0.4026
H -1.83 -0.79 -8.10  0.4373
H -2.31 4.49 -1.10  0.4852
H -1.90 5.02 0.55  0.1036
H -0.62 4.88 -0.66  0.2007
H -3.82 -1.20 -4.00  0.2429
H -5.49 -1.77 -3.88  0.4669
H -5.14 -0.03 -3.92  0.4430
H -3.14 -2.50 -1.97  0.1846
H -4.09 -2.42 -0.48  0.3106
H -4.78 -3.17 -1.93  0.5101
H -6.53 0.15 -1.76  0.3698
H -6.79 -1.61 -1.85  0.4896
H -6.13 -0.88 -0.38  0.3014
H -4.80 -2.72 3.61  0.3458
H -4.79 -3.62 5.14  0.4289
H -4.43 -1.89 5.13  0.3935
H -3.15 -4.40 2.66  0.2346
H -1.68 -4.81 3.55  0.3025
H -3.26 -5.28 4.20  0.4867
H -2.28 -2.38 6.36  0.3436
H -2.71 -4.11 6.37  0.4541
H -1.14 -3.58 5.73  0.3148
C 6.20 4.14 1.70  -1.0737
C 4.83 4.01 1.36  -0.5662
N 3.97 3.42 2.14  0.6008
C 4.38 2.91 3.32  -0.1650
C 5.72 2.98 3.75  1.2463
C 6.63 3.63 2.89  -0.7871
C 6.10 2.39 5.00  -0.8889
C 5.20 1.72 5.75  -1.0340
C 3.83 1.60 5.33  1.3156
C 2.87 0.87 6.05  -0.9986
C 1.59 0.77 5.57  -0.8891
C 1.27 1.44 4.37  -0.7652
N 2.14 2.15 3.69  0.4850
C 3.41 2.21 4.14  -0.1829
H 6.88 4.63 1.02  0.4481
H 4.42 4.44 0.44  0.5924
H 7.67 3.70 3.19  0.3698
H 7.13 2.47 5.32  0.3588
H 5.50 1.26 6.68  0.3598
H 3.16 0.37 6.97  0.3767
H 0.84 0.19 6.07  0.5135
H 0.27 1.37 3.94  0.7765
N 0.76 5.12 2.47  -0.0328
C 1.18 6.53 2.41  -0.7598
C 2.30 6.70 1.39  -0.2089
C 1.90 6.18 -0.01  0.4170
O 0.88 6.71 -0.51  -0.7746
O 2.63 5.28 -0.50  -0.6671
H 0.36 4.89 3.37  0.2337
H 1.55 4.50 2.33  -0.4350
H 1.52 6.90 3.39  0.3479
H 0.33 7.14 2.10  0.3557
H 3.20 6.18 1.73  -0.0350
H 2.54 7.77 1.30  0.4539